{
  "formula": "C33H26Cl5N5OPbS",
  "method": "wB97M-V/def2-TZVPD",
  "e_above_lowest_kj_mol": 196.4,
  "molar_mass_g_mol": 925.1,
  "charge": 2,
  "e_homo_ha": -0.48720,
  "lumo_energy_ev": -8.94,
  "homo_lumo_gap_ev": 4.32,
  "elements": ["Pb", "C", "C", "C", "C", "C", "N", "C", "C", "C", "C", "C", "C", "C", "N", "C", "C", "C", "N", "C", "C", "N", "C", "C", "C", "N", "H", "H", "H", "H", "H", "H", "H", "H", "H", "H", "H", "H", "H", "H", "H", "H", "H", "H", "Cl", "C", "C", "C", "Cl", "C", "Cl", "C", "Cl", "C", "Cl", "C", "S", "O", "C", "C", "C", "C", "C", "C", "H", "H", "H", "H", "H", "H", "H", "H"],
  "coordinates": [[-0.61, 1.70, -1.28], [-0.06, -5.34, -0.19], [0.12, -3.86, -0.26], [0.52, -3.14, 0.87], [0.88, -1.82, 0.75], [0.75, -1.11, -0.47], [1.18, 0.18, -0.53], [2.42, 0.44, -0.10], [3.38, -0.63, -0.09], [4.68, -0.47, 0.26], [5.16, 0.79, 0.66], [6.59, 0.98, 0.99], [4.26, 1.86, 0.65], [2.93, 1.74, 0.27], [2.16, 2.90, 0.32], [2.39, 3.97, 1.12], [1.54, 4.97, 0.72], [0.82, 4.43, -0.35], [1.19, 3.18, -0.57], [0.22, -1.82, -1.59], [-0.05, -3.18, -1.45], [0.17, -1.22, -2.84], [-0.12, -1.81, -4.04], [-0.05, -0.84, -4.99], [0.30, 0.34, -4.29], [0.42, 0.08, -3.01], [0.34, -5.73, 0.74], [0.44, -5.82, -1.03], [-1.12, -5.62, -0.25], [0.59, -3.63, 1.83], [1.23, -1.27, 1.61], [3.04, -1.59, -0.45], [5.36, -1.31, 0.22], [7.05, 0.05, 1.29], [6.73, 1.74, 1.76], [7.11, 1.34, 0.10], [4.64, 2.83, 0.92], [3.10, 3.97, 1.91], [1.45, 5.95, 1.13], [0.09, 4.90, -0.98], [-0.37, -3.74, -2.31], [-0.34, -2.85, -4.14], [-0.20, -0.93, -6.05], [0.47, 1.33, -4.67], [-3.12, 3.15, -0.48], [-2.18, 3.09, 0.97], [-1.15, 2.16, 1.04], [-0.45, 2.13, 2.24], [0.83, 1.02, 2.48], [-0.71, 3.01, 3.30], [0.22, 2.95, 4.74], [-1.72, 3.96, 3.16], [-2.03, 5.08, 4.42], [-2.48, 4.00, 1.99], [-3.71, 5.17, 1.79], [-4.71, -0.75, -2.30], [-3.02, -1.28, -1.85], [-2.22, -0.01, -1.77], [-3.34, -1.73, -0.14], [-3.59, -0.74, 0.81], [-3.79, -1.11, 2.12], [-3.73, -2.45, 2.49], [-3.49, -3.43, 1.54], [-3.28, -3.07, 0.22], [-5.08, -0.02, -1.59], [-5.34, -1.64, -2.30], [-4.67, -0.32, -3.29], [-3.61, 0.29, 0.51], [-4.01, -0.36, 2.86], [-3.88, -2.73, 3.52], [-3.46, -4.47, 1.83], [-3.10, -3.81, -0.54]]
}

{
  "formula": "C28H27Br2N5O5SSn",
  "method": "wB97M-V/def2-TZVPD",
  "e_above_lowest_kj_mol": 171.5,
  "molar_mass_g_mol": 824.1,
  "charge": 2,
  "e_homo_ha": [-0.50698, -0.50716],
  "lumo_energy_ev": [-9.24, -9.19],
  "homo_lumo_gap_ev": [4.55, 4.61],
  "elements": ["Sn", "Br", "C", "Br", "H", "H", "N", "C", "C", "C", "C", "C", "N", "C", "H", "H", "H", "H", "C", "C", "O", "O", "H", "H", "H", "O", "C", "N", "C", "O", "C", "C", "C", "C", "C", "C", "H", "H", "H", "H", "C", "C", "C", "N", "C", "S", "N", "C", "O", "C", "C", "C", "C", "C", "C", "H", "H", "H", "H", "H", "H", "H", "H", "H", "H", "H", "H", "H", "H"],
  "coordinates": [[-13.48, -16.22, -7.99], [-17.84, -16.33, -9.66], [-16.62, -17.78, -10.22], [-15.00, -17.50, -11.26], [-17.30, -18.44, -10.75], [-16.34, -18.24, -9.29], [-7.04, -17.74, -9.88], [-7.89, -17.06, -9.48], [-8.82, -16.20, -8.88], [-8.61, -14.85, -9.13], [-9.56, -13.93, -8.75], [-10.75, -14.38, -8.15], [-10.95, -15.69, -7.86], [-10.02, -16.61, -8.32], [-7.65, -14.60, -9.56], [-9.43, -12.88, -8.84], [-11.47, -13.63, -7.76], [-10.28, -17.63, -8.10], [-13.77, -20.02, -6.83], [-13.68, -18.63, -7.45], [-12.56, -18.27, -7.98], [-14.77, -17.90, -7.39], [-14.55, -20.70, -7.30], [-14.18, -19.83, -5.84], [-12.78, -20.46, -6.71], [-12.00, -11.98, -3.89], [-12.25, -13.16, -3.99], [-12.40, -13.80, -5.26], [-12.73, -15.07, -4.98], [-13.10, -16.01, -5.79], [-12.67, -15.36, -3.53], [-12.93, -16.47, -2.79], [-13.00, -16.28, -1.38], [-12.78, -15.08, -0.72], [-12.57, -13.93, -1.50], [-12.49, -14.12, -2.87], [-13.13, -17.46, -3.23], [-13.36, -17.16, -0.86], [-12.81, -14.96, 0.38], [-12.42, -12.89, -1.09], [-18.57, -10.33, -9.17], [-17.08, -10.46, -8.94], [-16.22, -10.17, -10.18], [-16.42, -11.18, -11.19], [-16.09, -10.87, -12.47], [-15.36, -9.51, -13.14], [-16.34, -11.93, -13.35], [-17.48, -12.71, -13.20], [-18.29, -12.62, -12.25], [-17.71, -13.66, -14.30], [-16.77, -14.04, -15.30], [-17.22, -14.61, -16.51], [-18.57, -14.92, -16.66], [-19.43, -14.84, -15.52], [-19.03, -14.15, -14.41], [-19.26, -10.62, -8.36], [-18.83, -10.99, -10.03], [-18.83, -9.32, -9.50], [-16.94, -11.50, -8.61], [-16.75, -9.82, -8.10], [-15.18, -10.11, -9.95], [-16.48, -9.16, -10.57], [-17.33, -11.70, -11.30], [-16.12, -11.73, -14.31], [-15.71, -13.85, -15.09], [-16.48, -14.89, -17.30], [-18.97, -15.31, -17.56], [-20.42, -15.22, -15.57], [-19.68, -14.03, -13.56]]
}

{
  "formula": "C21H28BiN7O9PS",
  "method": "wB97M-V/def2-TZVPD",
  "e_above_lowest_kj_mol": 0.0,
  "molar_mass_g_mol": 794.5,
  "charge": 1,
  "e_homo_ha": -0.42222,
  "lumo_energy_ev": -3.37,
  "homo_lumo_gap_ev": 8.12,
  "elements": ["Bi", "C", "N", "C", "C", "C", "O", "N", "C", "O", "H", "H", "H", "H", "H", "O", "N", "O", "C", "C", "C", "C", "O", "C", "C", "N", "O", "O", "N", "O", "O", "H", "H", "C", "C", "P", "C", "C", "C", "C", "H", "H", "H", "H", "H", "H", "H", "H", "H", "H", "H", "H", "H", "H", "H", "C", "N", "C", "C", "N", "C", "S", "H", "H", "H", "H", "H", "H"],
  "coordinates": [[1.18, 0.89, -0.01], [-2.46, -3.14, 1.53], [-1.60, -2.02, 1.92], [-1.50, -1.61, 3.22], [-0.64, -0.65, 3.61], [0.18, -0.02, 2.61], [1.09, 0.79, 2.80], [-0.09, -0.35, 1.29], [-0.87, -1.42, 0.92], [-0.93, -1.84, -0.23], [-3.02, -3.48, 2.39], [-1.85, -3.96, 1.15], [-3.14, -2.82, 0.74], [-2.13, -2.13, 3.93], [-0.55, -0.33, 4.63], [-5.80, 1.71, 2.89], [-5.83, 1.78, 1.67], [-6.83, 1.77, 0.99], [-4.54, 1.89, 0.99], [-4.48, 1.75, -0.39], [-3.26, 1.77, -1.02], [-2.02, 1.85, -0.30], [-0.91, 1.57, -0.86], [-2.17, 2.19, 1.09], [-3.41, 2.16, 1.72], [-1.05, 2.63, 1.86], [0.00, 2.92, 1.26], [-1.16, 2.75, 3.06], [-3.25, 1.67, -2.47], [-2.33, 2.19, -3.08], [-4.19, 1.10, -3.00], [-5.38, 1.64, -0.97], [-3.46, 2.36, 2.78], [1.15, 2.00, -3.48], [1.71, 0.58, -3.36], [0.72, -0.50, -2.23], [-0.90, -0.65, -3.07], [-1.21, -2.04, -3.63], [1.63, -2.10, -2.26], [2.36, -2.41, -3.57], [1.92, 2.68, -3.85], [0.77, 2.39, -2.54], [0.31, 2.04, -4.19], [2.73, 0.60, -2.97], [1.75, 0.11, -4.34], [-0.91, 0.11, -3.85], [-1.65, -0.39, -2.33], [-0.49, -2.35, -4.39], [-2.20, -2.01, -4.09], [-1.22, -2.77, -2.83], [0.90, -2.88, -2.03], [2.35, -2.08, -1.44], [1.70, -2.36, -4.43], [2.77, -3.42, -3.52], [3.19, -1.72, -3.73], [3.72, -0.86, 3.95], [4.38, 0.03, 3.01], [5.34, 0.96, 3.35], [5.69, 1.62, 2.22], [4.93, 1.07, 1.21], [4.12, 0.11, 1.69], [3.07, -0.89, 0.77], [4.36, -0.99, 4.82], [3.54, -1.82, 3.48], [2.77, -0.43, 4.25], [5.69, 1.08, 4.35], [6.41, 2.40, 2.06], [5.01, 1.29, 0.23]]
}

{
  "formula": "C18H22FN7",
  "method": "wB97M-V/def2-TZVPD",
  "molar_mass_g_mol": 355.4,
  "smiles": "Fc1ccccc1N1CCN(CCCNc2ccc3nncn3n2)CC1",
  "e_homo_ha": -0.28328,
  "lumo_energy_ev": 0.12,
  "homo_lumo_gap_ev": 7.83,
  "elements": ["F", "C", "C", "C", "C", "C", "C", "N", "C", "C", "N", "C", "C", "C", "N", "C", "C", "C", "C", "N", "N", "C", "N", "N", "C", "C", "H", "H", "H", "H", "H", "H", "H", "H", "H", "H", "H", "H", "H", "H", "H", "H", "H", "H", "H", "H", "H", "H"],
  "coordinates": [[-4.04, -0.58, -2.81], [-2.84, 0.04, -2.95], [-2.32, 0.10, -4.23], [-1.12, 0.74, -4.46], [-0.46, 1.34, -3.39], [-0.99, 1.26, -2.12], [-2.19, 0.59, -1.84], [-2.76, 0.54, -0.58], [-3.21, -0.73, -0.05], [-2.04, -1.49, 0.58], [-1.46, -0.72, 1.68], [-0.38, -1.47, 2.28], [0.16, -0.87, 3.59], [1.42, 0.00, 3.43], [2.47, -0.68, 2.71], [2.80, -0.38, 1.43], [3.68, -1.27, 0.71], [4.02, -0.99, -0.57], [3.51, 0.19, -1.14], [3.63, 0.76, -2.33], [2.93, 1.88, -2.31], [2.37, 2.03, -1.14], [2.70, 0.98, -0.35], [2.32, 0.72, 0.91], [-1.04, 0.59, 1.20], [-2.19, 1.31, 0.51], [-2.88, -0.36, -5.03], [-0.71, 0.79, -5.46], [0.48, 1.85, -3.55], [-0.44, 1.73, -1.32], [-3.66, -1.34, -0.83], [-3.97, -0.53, 0.71], [-2.40, -2.44, 0.98], [-1.29, -1.70, -0.20], [0.45, -1.62, 1.57], [-0.78, -2.46, 2.51], [-0.62, -0.28, 4.05], [0.41, -1.69, 4.26], [1.21, 0.91, 2.87], [1.79, 0.27, 4.42], [2.76, -1.58, 3.07], [4.04, -2.15, 1.21], [4.67, -1.62, -1.16], [1.77, 2.86, -0.83], [-0.72, 1.19, 2.06], [-0.18, 0.49, 0.51], [-1.87, 2.29, 0.15], [-2.99, 1.46, 1.24]]
}

| no. | calculated total energy (eV) |
| --- | --- |
| 1 | -122819.101 |
| 2 | -203896.284 |
| 3 | -77042.107 |
| 4 | -32169.882 |